Entry 1:
This record from OMol25 describes C18H38OP2V as an isolated structure. The level of theory is ωB97M-V/def2-TZVPD.

Geometry as XYZ:
```
60
Properties=species:S:1:pos:R:3:lowdin_charge:R:1
P 1.57 1.51 1.56 0.842
P -2.31 0.36 -0.09 0.833
C 0.84 0.50 0.26 -0.507
C -0.50 0.79 -0.52 -0.363
H 0.83 -0.62 0.60 -0.014
H 1.69 0.42 -0.44 0.011
H -0.53 1.84 -0.86 0.085
H -0.35 0.21 -1.44 0.006
C -2.44 -1.49 -0.37 -0.286
H -3.47 -1.79 -0.09 0.044
H -1.75 -2.14 0.23 0.025
H -2.37 -1.77 -1.43 0.022
C -3.33 1.14 -1.36 -0.289
H -3.32 0.50 -2.26 0.035
H -2.98 2.17 -1.57 0.045
H -4.36 1.18 -0.98 0.039
C 2.86 0.49 2.37 -0.182
H 3.21 1.01 3.27 0.057
H 3.72 0.31 1.67 0.071
H 2.45 -0.49 2.66 0.051
C 2.24 2.97 0.77 -0.196
H 1.55 3.38 0.04 0.061
H 3.21 2.74 0.29 0.059
H 2.42 3.70 1.56 0.046
V -0.62 -0.61 1.43 0.310
C 0.11 -0.60 -3.24 -0.140
C 0.17 -1.76 -2.55 -0.123
C 1.29 -2.73 -2.69 -0.178
C 2.71 -2.16 -2.34 -0.185
C 2.70 -0.97 -1.50 -0.147
C 2.66 0.26 -2.07 -0.153
C 2.43 0.55 -3.51 -0.184
C 1.20 -0.14 -4.16 -0.182
C 0.34 1.99 2.80 -0.194
H -0.82 -0.02 -3.41 0.110
H -0.73 -2.24 -2.18 0.070
H 1.34 -3.14 -3.70 0.109
H 1.08 -3.60 -2.06 0.103
H 3.31 -2.95 -1.88 0.111
H 3.23 -1.91 -3.29 0.110
H 2.96 -1.13 -0.45 0.093
H 3.05 1.14 -1.55 0.087
H 3.31 0.35 -4.13 0.111
H 2.29 1.64 -3.58 0.103
H 0.77 0.56 -4.88 0.104
H 1.56 -0.99 -4.77 0.109
H -0.72 2.15 2.53 0.048
H 0.72 2.99 3.01 0.033
H 0.41 1.40 3.74 0.081
C -3.13 0.71 3.08 -0.122
C -2.47 -0.46 3.81 -0.560
C -3.46 -1.55 4.22 -0.072
O -1.43 -1.06 3.06 -0.390
H -3.90 0.30 2.43 0.060
H -2.43 1.26 2.45 -0.013
H -3.58 1.39 3.79 0.073
H -2.03 -0.02 4.72 0.116
H -3.89 -2.04 3.34 0.070
H -2.98 -2.33 4.83 0.077
H -4.30 -1.20 4.83 0.065
```

- relative energy (zero: lowest compared OMol25 entry of this formula, charge and spin) (kcal/mol) = 165.6
- HOMO-LUMO gap (spin up / spin down) (eV) = 5.03 / 3.17
- lowest unoccupied orbital energy (spin up / spin down) (eV) = 0.165 / 0.268
- charge = 0
- multiplicity = 4
- M (g mol⁻¹) = 383.4



Entry 2:
This record from OMol25 describes a 2-piece molecular cluster, C3H6ClN2 overall. The level of theory is ωB97M-V/def2-TZVPD.

Geometry as XYZ:
```
12
Properties=species:S:1:pos:R:3:lowdin_charge:R:1
C 1.77 -0.58 1.82 0.016
C 0.03 1.31 2.12 -0.526
C -1.01 1.08 -1.16 -0.106
N 0.77 0.44 1.91 0.082
N -1.94 1.16 -0.31 -0.020
Cl -1.04 2.48 2.11 1.001
H 2.40 -0.26 2.65 0.118
H 1.12 -1.47 1.98 0.128
H -0.59 1.92 -1.55 0.042
H -0.82 0.17 -1.63 0.053
H 2.27 -0.52 0.81 0.138
H -2.55 0.32 -0.25 0.073
```

- relative energy (zero: lowest compared OMol25 entry of this formula, charge and spin) (kcal/mol) = 76.7
- HOMO-LUMO gap (eV) = 9.33
- lowest unoccupied orbital energy (eV) = -4.313
- charge = +1
- M (g mol⁻¹) = 105.5



Entry 3:
This record from OMol25 describes a 2-piece molecular cluster, C13H27N2O5 overall. The level of theory is ωB97M-V/def2-TZVPD.

Geometry as XYZ:
```
47
Properties=species:S:1:pos:R:3:lowdin_charge:R:1
C 0.05 2.37 -0.06 0.014
C -0.56 0.92 0.34 -0.341
O -0.87 0.18 -0.63 0.044
N -0.76 0.59 1.76 0.055
C -1.50 -0.68 1.97 -0.339
C -1.09 -2.12 1.45 -0.006
O -2.54 -0.60 2.68 0.100
C 0.47 0.70 2.56 -0.189
N 1.43 -0.46 2.43 0.084
C 2.79 -0.23 3.04 -0.106
C 2.83 0.80 4.26 -0.146
C 1.42 1.06 5.01 -0.109
C 0.10 0.76 4.15 -0.288
O -0.99 1.67 4.40 -0.018
H 1.19 2.19 -0.12 0.097
H -0.11 3.08 0.82 0.091
H -0.36 2.74 -1.05 0.106
H -0.28 -1.97 0.64 0.077
H -0.64 -2.81 2.24 0.096
H -1.97 -2.62 0.88 0.125
H 1.04 1.68 2.37 0.193
H 1.00 -1.25 2.96 0.171
H 1.52 -0.66 1.41 0.187
H 3.51 0.08 2.21 0.148
H 3.16 -1.24 3.44 0.153
H 3.53 0.33 5.05 0.130
H 3.35 1.79 3.96 0.131
H 1.36 0.53 6.02 0.131
H 1.39 2.19 5.26 0.140
H -0.27 -0.29 4.49 0.163
H -1.64 1.21 4.98 0.130
C -1.21 -2.42 -5.73 -0.109
O -2.17 -1.55 -5.15 -0.189
C -1.80 -1.13 -3.84 -0.200
C -1.23 0.28 -3.84 -0.202
O 0.02 0.34 -4.53 -0.198
C -0.11 0.86 -5.85 -0.108
H -1.43 -2.51 -6.80 0.093
H -0.19 -2.03 -5.62 0.083
H -1.28 -3.41 -5.27 0.087
H -1.10 -1.84 -3.39 0.122
H -2.72 -1.14 -3.24 0.124
H -1.04 0.59 -2.81 0.084
H -1.95 0.99 -4.28 0.129
H -0.26 1.94 -5.80 0.088
H -0.94 0.40 -6.39 0.086
H 0.82 0.66 -6.38 0.090
```

- relative energy (zero: lowest compared OMol25 entry of this formula, charge and spin) (kcal/mol) = 68.9
- HOMO-LUMO gap (eV) = 7.33
- lowest unoccupied orbital energy (eV) = -3.493
- charge = +1
- M (g mol⁻¹) = 291.4



Entry 4:
This record from OMol25 describes C42H67CsN4O5P2 as an isolated structure. The level of theory is ωB97M-V/def2-TZVPD.

Geometry as XYZ:
```
121
Properties=species:S:1:pos:R:3:lowdin_charge:R:1
Cs 0.56 -1.13 -2.14 0.937
C 0.57 -4.59 1.03 -0.138
C -0.72 -4.48 1.88 -0.600
C -1.81 -5.31 1.19 -0.136
P -1.12 -2.66 1.97 1.093
C -2.81 -2.56 2.92 -0.566
C -2.76 -1.42 3.87 -0.168
C -3.96 -2.41 1.94 -0.146
C 0.21 -2.27 3.19 -0.306
C 0.83 -3.26 4.00 -0.097
C 1.93 -3.05 4.84 -0.294
C 2.46 -4.18 5.73 -0.073
C 2.43 -1.75 4.73 -0.091
C 1.90 -0.70 3.97 -0.043
C 0.70 -0.86 3.23 -0.362
N 0.00 0.09 2.63 0.034
C 0.54 1.31 2.26 -0.330
C 1.60 1.38 1.33 -0.028
C 2.31 2.57 1.13 -0.033
C 1.70 3.80 1.38 -0.323
C 2.21 5.07 0.73 -0.071
C 0.54 3.78 2.09 -0.119
C -0.07 2.58 2.57 -0.309
P -1.63 2.49 3.53 1.075
C -2.57 3.93 2.98 -0.559
C -2.65 4.09 1.38 -0.108
C -4.06 3.60 3.41 -0.153
C -1.03 3.13 5.22 -0.523
C -0.29 2.07 6.07 -0.126
C -0.19 4.43 5.43 -0.123
H 1.11 -5.56 1.33 0.101
H 1.33 -3.85 1.31 0.053
H 0.33 -4.49 -0.01 0.045
H -0.52 -4.90 2.86 0.068
H -1.96 -5.00 0.15 0.074
H -2.72 -5.19 1.76 0.043
H -1.53 -6.39 1.20 0.081
H -2.86 -3.50 3.50 0.102
H -2.83 -0.46 3.35 0.044
H -1.84 -1.37 4.44 0.057
H -3.55 -1.47 4.60 0.065
H -3.82 -1.44 1.40 0.089
H -4.92 -2.51 2.45 0.072
H -3.90 -3.21 1.23 0.031
H 0.40 -4.23 4.07 0.063
H 2.45 -3.87 6.77 0.060
H 3.42 -4.58 5.43 0.057
H 1.80 -5.04 5.71 0.057
H 3.18 -1.51 5.45 0.085
H 2.31 0.35 4.06 0.116
H 1.97 0.43 0.94 0.103
H 3.28 2.57 0.57 0.112
H 1.87 5.30 -0.31 0.077
H 3.31 5.12 0.63 0.075
H 1.91 5.97 1.32 0.066
H 0.05 4.78 2.26 0.119
H -2.25 4.85 3.42 0.065
H -3.32 3.47 0.88 0.014
H -1.59 3.68 0.83 0.144
H -3.30 4.95 1.28 0.063
H -4.36 3.01 2.62 0.029
H -4.69 4.50 3.31 0.064
H -4.42 3.49 4.41 0.048
H -2.03 3.27 5.65 0.071
H 0.81 2.22 5.97 0.080
H -0.42 1.13 5.58 0.035
H -0.60 2.00 7.09 0.055
H 0.80 4.26 5.06 0.055
H -0.27 4.76 6.45 0.060
H -0.63 5.27 4.84 0.057
C 4.25 5.80 -3.64 -0.040
C 5.29 4.85 -4.07 -0.350
N 5.90 4.79 -5.20 -0.009
O 5.93 5.97 -5.89 -0.112
C 5.57 3.73 -3.16 -0.368
C 7.00 3.29 -2.89 -0.054
N 4.53 3.14 -2.72 -0.081
O 4.75 2.14 -1.84 -0.309
H 4.71 6.49 -2.91 0.094
H 3.50 5.22 -3.14 0.055
H 3.81 6.30 -4.50 0.071
H 6.70 5.81 -6.49 0.094
H 7.19 3.06 -1.83 0.064
H 7.63 4.07 -3.30 0.043
H 7.23 2.40 -3.45 0.060
O 6.12 0.34 -0.05 -0.115
H 6.10 0.87 0.77 0.024
H 5.79 0.97 -0.73 -0.020
H 0.07 9.58 2.01 0.002
O -1.08 0.36 -9.08 -0.078
N 0.00 0.17 -9.64 0.081
C -4.45 -0.86 -3.93 -0.054
C -4.48 -2.37 -3.59 -0.402
C -4.41 -2.59 -2.11 -0.089
C -3.52 -3.11 -4.46 -0.161
C -4.11 -3.69 -5.54 -0.095
C -3.38 -4.29 -6.55 -0.133
C -2.00 -4.29 -6.43 -0.084
C -1.38 -3.79 -5.33 -0.168
C 0.12 -3.64 -5.41 -0.373
C 0.84 -4.43 -4.31 -0.075
C 0.39 -2.14 -5.47 -0.101
C -2.11 -3.16 -4.26 -0.346
O -1.46 -2.65 -3.26 -0.357
H -5.24 -0.33 -3.37 0.074
H -4.70 -0.70 -4.98 0.074
H -3.42 -0.56 -3.69 0.079
H -5.48 -2.71 -3.91 0.113
H -3.61 -2.03 -1.64 0.068
H -4.24 -3.64 -1.80 0.082
H -5.32 -2.32 -1.54 0.073
H -5.21 -3.71 -5.68 0.111
H -3.91 -4.65 -7.43 0.080
H -1.40 -4.74 -7.20 0.094
H 0.40 -4.14 -6.37 0.123
H 0.32 -4.35 -3.32 0.069
H 1.87 -4.14 -4.10 0.059
H 0.87 -5.52 -4.54 0.083
H -0.16 -1.78 -4.60 -0.036
H -0.03 -1.71 -6.39 0.079
H 1.46 -1.83 -5.42 0.084
```

- relative energy (zero: lowest compared OMol25 entry of this formula, charge and spin) (kcal/mol) = 0.0
- HOMO-LUMO gap (spin up / spin down) (eV) = 4.34 / 3.82
- lowest unoccupied orbital energy (spin up / spin down) (eV) = 2.510 / 1.987
- charge = -2
- M (g mol⁻¹) = 902.9



Entry 5:
This record from OMol25 describes C28H60BrClF5O22P6 as an isolated structure. The level of theory is ωB97M-V/def2-TZVPD.

Geometry as XYZ:
```
123
Properties=species:S:1:pos:R:3:lowdin_charge:R:1
C 1.86 3.64 4.93 -0.154
C 1.46 2.21 5.37 -0.352
C 0.21 1.75 4.60 -0.752
Cl 0.60 1.84 2.83 0.571
P -0.22 -0.09 5.08 0.604
C -1.83 0.38 6.05 -0.488
F -2.15 -0.67 6.88 0.018
F -1.57 1.43 6.90 0.026
C -3.07 0.71 5.23 -0.108
C -3.10 1.59 4.17 -0.013
C -4.27 1.88 3.49 -0.054
C -5.47 1.30 3.87 -0.030
C -5.44 0.40 4.92 -0.123
C -6.75 -0.23 5.34 -0.588
F -7.61 -0.25 4.29 0.112
F -6.59 -1.51 5.71 0.133
F -7.34 0.43 6.34 0.141
C -4.27 0.11 5.60 0.052
O -1.00 -0.56 3.65 -0.307
C -0.20 -1.65 3.24 -0.352
C 0.09 -2.50 4.54 -0.649
Br -1.49 -3.80 4.55 0.605
O -0.17 -1.76 5.66 -0.373
H 1.00 4.26 4.69 0.066
H 2.49 3.54 4.05 0.024
H 2.47 4.13 5.70 0.060
H 2.27 1.50 5.20 0.094
H 1.15 2.23 6.42 0.087
H -0.57 2.47 4.88 0.052
H 0.47 0.23 6.31 0.036
H 1.08 -0.39 4.51 0.040
H -2.19 2.08 3.83 0.089
H -4.29 2.59 2.66 0.104
H -6.37 1.57 3.34 0.111
H -4.34 -0.60 6.42 0.129
H 0.70 -1.36 2.69 0.095
H -0.77 -2.21 2.49 0.077
H 1.03 -3.04 4.55 0.095
C -4.94 -9.51 1.96 -0.111
O -3.54 -9.20 2.10 -0.233
P -3.06 -8.03 3.17 0.508
O -1.60 -8.17 3.11 -0.249
O -3.72 -8.81 4.45 -0.279
C -3.12 -10.01 4.91 -0.107
O -3.26 -6.57 3.87 -0.263
C -4.61 -6.14 4.18 -0.102
H -5.23 -9.41 0.91 0.083
H -5.10 -10.54 2.27 0.087
H -5.57 -8.86 2.57 0.076
H -2.27 -10.30 4.30 0.083
H -3.87 -10.81 4.90 0.080
H -2.79 -9.86 5.94 0.090
H -4.98 -6.68 5.05 0.085
H -5.27 -6.29 3.33 0.078
H -4.57 -5.08 4.41 0.078
C 5.39 5.42 -0.35 -0.105
O 4.58 5.04 0.77 -0.226
P 3.30 5.99 1.22 0.540
O 2.68 5.16 2.26 -0.232
O 2.59 5.83 -0.25 -0.289
C 2.06 4.56 -0.62 -0.092
O 2.55 7.44 1.44 -0.218
C 2.84 8.50 0.51 -0.108
H 6.43 5.47 -0.04 0.083
H 5.29 4.66 -1.12 0.088
H 5.10 6.39 -0.77 0.074
H 2.22 3.81 0.15 0.083
H 2.53 4.24 -1.55 0.081
H 0.99 4.68 -0.78 0.090
H 2.35 8.32 -0.44 0.083
H 3.92 8.60 0.36 0.072
H 2.46 9.43 0.93 0.084
C -2.24 -4.99 -0.04 -0.096
O -1.87 -3.63 -0.32 -0.220
P -1.77 -3.13 -1.89 0.509
O -1.52 -1.69 -1.74 -0.249
O -3.34 -3.50 -2.20 -0.286
C -4.35 -2.69 -1.60 -0.106
O -1.35 -3.40 -3.45 -0.218
C -1.55 -4.72 -4.01 -0.099
H -1.48 -5.45 0.59 0.091
H -3.19 -4.98 0.51 0.087
H -2.36 -5.57 -0.95 0.074
H -3.94 -1.91 -0.96 0.087
H -5.02 -3.32 -1.01 0.081
H -4.93 -2.22 -2.40 0.085
H -2.61 -4.89 -4.21 0.084
H -1.17 -5.49 -3.34 0.083
H -1.01 -4.77 -4.95 0.049
C 7.65 11.01 -4.70 -0.108
O 7.16 10.21 -3.61 -0.238
P 5.82 10.70 -2.75 0.574
O 5.63 9.48 -1.94 -0.258
O 4.94 10.68 -4.14 -0.297
C 4.71 9.43 -4.79 -0.097
O 4.67 11.66 -2.05 -0.224
C 4.40 12.96 -2.61 -0.107
H 8.70 11.24 -4.53 0.084
H 7.57 10.42 -5.62 0.089
H 7.10 11.94 -4.82 0.080
H 5.21 8.60 -4.28 0.086
H 5.08 9.50 -5.81 0.082
H 3.64 9.25 -4.81 0.093
H 3.84 12.87 -3.54 0.084
H 5.33 13.51 -2.79 0.080
H 3.80 13.52 -1.89 0.087
C 3.32 -6.87 -8.35 -0.102
O 2.27 -6.69 -7.39 -0.226
P 1.08 -5.58 -7.65 0.552
O 0.18 -5.86 -6.52 -0.241
O 0.65 -6.32 -9.05 -0.291
C 0.05 -7.60 -8.99 -0.101
O 0.46 -4.17 -8.22 -0.212
C 1.01 -3.58 -9.41 -0.102
H 4.28 -6.75 -7.86 0.086
H 3.25 -7.88 -8.75 0.090
H 3.25 -6.16 -9.18 0.078
H -0.03 -7.98 -7.97 0.085
H 0.64 -8.30 -9.58 0.082
H -0.95 -7.53 -9.42 0.090
H 0.69 -4.14 -10.29 0.083
H 2.10 -3.55 -9.36 0.081
H 0.64 -2.56 -9.48 0.089
```

- relative energy (zero: lowest compared OMol25 entry of this formula, charge and spin) (kcal/mol) = 0.0
- HOMO-LUMO gap (eV) = 4.04
- lowest unoccupied orbital energy (eV) = -0.629
- charge = -1
- M (g mol⁻¹) = 1145.0



Entry 6:
This record from OMol25 describes C9H16N2O2 in the gas phase. The level of theory is ωB97M-V/def2-TZVPD.

Geometry as XYZ:
```
29
Properties=species:S:1:pos:R:3:lowdin_charge:R:1
C -0.51 0.87 0.32 -0.020
C 1.87 -0.55 0.08 -0.376
C 0.83 0.51 0.10 -0.059
C 2.93 1.51 -0.22 -0.237
C -1.74 -1.90 -0.89 -0.057
C -3.54 0.97 -0.56 -0.054
C 4.46 -0.44 0.27 0.006
C -1.39 -1.35 0.54 -0.201
C -2.82 0.67 0.76 -0.186
N 3.11 0.11 -0.13 -0.082
N -1.50 0.04 0.59 -0.155
O 1.56 1.78 -0.05 -0.094
O 1.74 -1.75 0.25 0.040
H -0.69 1.87 0.13 0.121
H 3.50 2.15 0.62 0.160
H 3.20 1.89 -1.15 0.102
H -1.03 -1.42 -1.62 0.093
H -1.50 -2.87 -1.16 0.032
H -2.81 -1.69 -1.00 0.063
H -4.13 0.14 -0.89 0.054
H -4.23 1.83 -0.39 0.094
H -2.72 1.15 -1.18 0.052
H 4.34 -1.19 0.97 0.049
H 4.93 -0.89 -0.64 0.091
H 4.93 0.57 0.64 0.116
H -0.40 -1.78 0.84 0.119
H -2.27 -1.82 1.14 0.139
H -3.47 0.07 1.35 0.110
H -2.65 1.52 1.28 0.077
```

- relative energy (zero: lowest compared OMol25 entry of this formula, charge and spin) (kcal/mol) = 103.4
- HOMO-LUMO gap (eV) = 7.91
- lowest unoccupied orbital energy (eV) = 0.887
- charge = 0
- SMILES string = CCN(/C=C1/OCN(C)C1=O)CC
- M (g mol⁻¹) = 184.2



F_max per entry: 3.02, 3.68, 5.59, 7.06, 7.71, 5.74 eV/A